No. 1
C8H13N4 | ωB97M-V with the def2-TZVPD basis set

Cartesian coordinates (Å):
C  -2.5621  0.2023  0.3959
C  -3.8013  0.3722  -0.0392
C  -1.8253  1.3506  -0.4155
C  -0.0014  -1.4000  -1.2262
C  -0.4644  -1.5455  1.1670
C  1.8672  1.3082  0.4481
C  0.4870  0.0953  -1.0163
C  -0.4148  0.7625  0.0706
N  0.4988  -1.9325  0.1004
N  0.4639  1.7916  0.5743
N  -0.8982  -0.1251  1.0377
N  1.7597  0.0780  -0.2335
H  -1.9923  1.4648  -1.5269
H  -2.1256  2.2389  0.1046
H  -1.0719  -1.3255  -1.3647
H  0.6087  -2.0181  -1.9745
H  -1.3881  -2.1619  1.2743
H  0.0431  -1.5941  2.0946
H  2.4129  2.1153  0.0341
H  2.4797  1.1104  1.4159
H  0.5503  0.7016  -1.9789
H  0.8088  -2.8325  0.1494
H  0.3409  2.3241  1.3757
H  2.6601  0.0326  -0.7468
H  1.5644  -1.0131  0.2799

Output
Spin multiplicity = 1
Molar mass = 165.2 g/mol
Energy above the lowest of the compared OMol25 structures with the same formula, charge and spin = 868.3 kJ/mol
Energy = -14452.3582 eV
Net charge = +1

Here are the natural (NBO) charges for atoms 1 to 2, given in e: atom 1 (C): -0.229, atom 2 (C): 0.230

No. 2
C8H13N5 | ωB97M-V with the def2-TZVPD basis set

Cartesian coordinates (Å):
C  2.9587  2.0886  -0.0719
C  2.3114  3.2998  0.3521
C  0.6396  -0.2590  0.6358
C  -0.8150  -0.5028  0.7678
C  -1.4868  -0.2865  -0.6435
C  0.2354  1.5247  -0.9657
C  -1.3572  -1.7226  1.4470
C  -1.3360  -1.4583  -1.6384
N  2.4443  0.9497  -0.2112
N  2.0855  4.2939  0.8785
N  1.0828  0.7502  -0.1534
N  1.5934  -0.9838  1.1967
N  -1.0679  0.9622  -1.2672
H  3.9977  2.2667  -0.1061
H  -1.1737  0.2116  1.5424
H  -2.5336  -0.2334  -0.4442
H  -0.8224  -2.6175  1.1313
H  -2.4859  -1.5953  1.3623
H  -1.2486  -1.6356  2.5952
H  -0.3048  -1.6209  -2.0775
H  -1.9811  -1.4691  -2.5467
H  -1.7892  -2.4256  -1.2167
H  1.2456  -1.5824  1.8608
H  2.5904  -0.6896  1.1637
H  -0.9642  1.0596  -2.3903
H  -1.8182  1.6753  -1.2007

Output
Spin multiplicity = 1
Molar mass = 179.2 g/mol
Energy above the lowest of the compared OMol25 structures with the same formula, charge and spin = 619.5 kJ/mol
Energy = -15934.3276 eV
Net charge = +2

Here are the natural (NBO) charges for atoms 1 to 2, given in e: atom 1 (C): 0.151, atom 2 (C): 0.110

No. 3
C8H13NO | ωB97M-V with the def2-TZVPD basis set

Cartesian coordinates (Å):
C  1.7549  -0.0751  0.3578
C  2.9393  -0.6471  -0.4320
C  1.9159  1.3374  0.7116
C  0.4930  -0.2725  -0.6724
O  0.1387  -1.4198  -0.9397
H  1.5290  -0.6981  1.2242
H  0.5993  0.4654  -1.5025
H  3.8505  -0.5852  0.1622
H  2.2376  1.5551  1.7301
H  2.7335  -1.6837  -0.6936
H  3.0925  -0.0919  -1.3585
H  0.6874  1.7769  0.8371
H  2.3897  1.9578  -0.0499
C  -2.4898  -1.2907  0.6618
C  -2.3078  0.0189  -0.0457
C  -3.1735  0.5528  -0.9032
C  -1.0442  0.7031  0.2108
N  -0.6833  1.7237  0.7266
H  -2.5442  -1.1327  1.7415
H  -3.4013  -1.7794  0.3265
H  -1.6438  -1.9498  0.4545
H  -3.0106  1.5223  -1.3511
H  -4.0630  0.0124  -1.1962

Output
Spin multiplicity = 1
Molar mass = 139.2 g/mol
Energy above the lowest of the compared OMol25 structures with the same formula, charge and spin = 419.4 kJ/mol
Energy = -12040.2086 eV
Net charge = 0

Here are the natural (NBO) charges for atoms 1 to 2, given in e: atom 1 (C): -0.299, atom 2 (C): -0.590

No. 4
C8H13NO | ωB97M-V with the def2-TZVPD basis set

Cartesian coordinates (Å):
C  1.3426  -1.3722  -0.4466
C  0.6563  -0.4128  0.4270
C  -0.2957  0.3769  -0.4055
C  0.2876  1.0420  -1.6797
C  -1.6648  -0.3904  -0.7458
C  -2.3417  0.6622  -0.0131
O  -3.5174  0.9209  0.2833
N  -1.1737  1.2839  0.2932
C  1.4130  0.2145  1.5958
C  0.3638  -0.7523  1.7656
H  0.5646  -1.5487  -1.2034
H  1.6936  -2.0986  0.2737
H  2.1435  -0.9602  -0.9352
H  0.3370  0.3259  -2.4591
H  1.3261  1.4441  -1.5058
H  -0.4330  1.9841  -1.8903
H  -1.7819  -1.3894  -0.2651
H  -1.9248  -0.3658  -1.8234
H  -0.9477  2.1320  0.7178
H  1.3609  1.2450  1.8352
H  2.3497  -0.1702  1.7884
H  0.8215  -1.6251  2.1607
H  -0.5795  -0.5459  2.2325

Output
Spin multiplicity = 1
Molar mass = 139.2 g/mol
SMILES = CC1([C@@]2(C)CC(=O)N2)CC1
Energy above the lowest of the compared OMol25 structures with the same formula, charge and spin = 220.7 kJ/mol
Energy = -12042.2678 eV
Net charge = 0

Here are the natural (NBO) charges for atoms 1 to 2, given in e: atom 1 (C): -0.591, atom 2 (C): -0.077

No. 5
C8H13NO3 | ωB97M-V with the def2-TZVPD basis set

Cartesian coordinates (Å):
C  -0.2860  1.7714  2.9541
C  -0.2524  2.0620  1.7779
C  0.4632  1.9673  -0.4056
C  0.7804  -2.4677  -1.4963
C  0.5517  -2.0866  0.8953
C  0.4521  -1.3583  -0.4882
C  -0.9576  -0.7792  -0.5446
C  -0.6001  2.0419  0.4229
N  -1.9768  2.2168  0.1953
O  0.3033  2.0600  -1.8082
O  1.7255  1.8528  0.0459
O  -1.4234  -0.2691  -1.5351
H  -0.3389  1.9030  3.9991
H  -0.0044  -3.3096  -1.5939
H  1.8273  -2.9611  -1.3267
H  0.7782  -2.0113  -2.5592
H  -0.0236  -1.7983  1.7195
H  1.5798  -2.0567  1.1588
H  0.4321  -3.0965  0.8456
H  1.3094  -0.7081  -0.4629
H  -1.5747  -0.7267  0.4951
H  -0.2702  1.4648  -2.2847
H  -2.3730  1.7362  -0.5781
H  -2.4763  2.2840  1.0639
H  2.3545  2.2690  -0.4900

Output
Spin multiplicity = 3
Molar mass = 171.2 g/mol
Energy above the lowest of the compared OMol25 structures with the same formula, charge and spin = 0.0 kJ/mol
⟨S²⟩ = 2.02
Energy = -16131.7412 eV
Net charge = 0

Here are the natural (NBO) charges for atoms 1 to 2, given in e: atom 1 (C): -0.276, atom 2 (C): -0.155

No. 6
C8H13NOSi | ωB97M-V with the def2-TZVPD basis set

Cartesian coordinates (Å):
C  0.3916  -2.3742  -0.4169
C  1.2144  -1.3269  -0.6276
C  2.5423  -1.2438  -1.3275
O  1.0979  -0.0725  0.2032
Si  -0.0796  0.7177  0.8786
C  0.0481  2.5996  0.5646
C  -0.4013  0.2547  2.7003
C  -1.5770  0.4758  -0.4515
C  -1.4082  0.3322  -1.7901
C  -2.7760  0.0241  0.0702
N  -3.7377  -0.3071  0.6104
H  0.6915  -3.0244  -1.2439
H  -0.5890  -2.3425  -0.2959
H  2.9370  -0.3131  -1.1274
H  3.1642  -2.0820  -1.0637
H  2.2012  -1.2522  -2.3563
H  -0.9481  2.9116  0.0949
H  0.3422  3.1971  1.3825
H  0.8403  2.6087  -0.1919
H  0.4550  -0.0577  3.1819
H  -0.8058  1.0716  3.2437
H  -0.9394  -0.6269  2.5872
H  -2.3120  0.2646  -2.3845
H  -0.3515  0.5658  -2.2405

Output
Spin multiplicity = 1
Molar mass = 167.3 g/mol
SMILES = C=C(C)O[Si](C)(C)C(=C)C#N
Energy above the lowest of the compared OMol25 structures with the same formula, charge and spin = 241.7 kJ/mol
Energy = -19919.9469 eV
Net charge = 0

Here are the natural (NBO) charges for atoms 1 to 2, given in e: atom 1 (C): -0.513, atom 2 (C): 0.415

Please write out number 2 again, unchanged.
C8H13N5 | ωB97M-V with the def2-TZVPD basis set

Cartesian coordinates (Å):
C  2.9587  2.0886  -0.0719
C  2.3114  3.2998  0.3521
C  0.6396  -0.2590  0.6358
C  -0.8150  -0.5028  0.7678
C  -1.4868  -0.2865  -0.6435
C  0.2354  1.5247  -0.9657
C  -1.3572  -1.7226  1.4470
C  -1.3360  -1.4583  -1.6384
N  2.4443  0.9497  -0.2112
N  2.0855  4.2939  0.8785
N  1.0828  0.7502  -0.1534
N  1.5934  -0.9838  1.1967
N  -1.0679  0.9622  -1.2672
H  3.9977  2.2667  -0.1061
H  -1.1737  0.2116  1.5424
H  -2.5336  -0.2334  -0.4442
H  -0.8224  -2.6175  1.1313
H  -2.4859  -1.5953  1.3623
H  -1.2486  -1.6356  2.5952
H  -0.3048  -1.6209  -2.0775
H  -1.9811  -1.4691  -2.5467
H  -1.7892  -2.4256  -1.2167
H  1.2456  -1.5824  1.8608
H  2.5904  -0.6896  1.1637
H  -0.9642  1.0596  -2.3903
H  -1.8182  1.6753  -1.2007

Output
Spin multiplicity = 1
Molar mass = 179.2 g/mol
Energy above the lowest of the compared OMol25 structures with the same formula, charge and spin = 619.5 kJ/mol
Energy = -15934.3276 eV
Net charge = +2

Here are the natural (NBO) charges for atoms 1 to 2, given in e: atom 1 (C): 0.151, atom 2 (C): 0.110